# 1
Molecular formula: C43H98BBrN16O14P
Method: DFT, ωB97M-V/def2-TZVPD

Structure (XYZ):
```
174
C43H98BBrN16O14P, DFT ωB97M-V/def2-TZVPD
H -3.017 3.713 8.772
N 2.408 3.979 10.476
H -6.635 0.191 2.394
H -0.874 -5.851 -0.786
H 3.312 0.160 0.493
C 5.910 -1.282 -1.135
H -1.653 -4.702 -5.112
H -7.374 -3.217 -4.105
C -0.918 1.097 -0.373
H 7.258 3.007 5.695
H -2.185 -2.595 -5.396
H -1.948 2.372 1.774
O -4.881 3.468 2.958
H 4.612 0.502 4.987
N 4.293 0.024 0.281
C -6.261 2.315 5.044
H -1.661 -8.185 -7.164
H -1.961 -5.381 0.523
H -4.260 -6.180 -2.290
N -1.213 2.795 8.237
C -6.496 -5.671 -6.241
C -1.621 -5.118 -0.479
C 1.765 4.630 11.605
C -6.700 -3.958 -4.566
C 6.787 3.747 1.564
H 6.271 -0.353 -1.573
C -3.431 -6.276 -1.568
H 6.455 0.969 0.874
H 8.476 8.044 2.586
H -9.869 -8.815 -8.624
H 3.432 3.691 -3.667
P 1.055 1.619 -3.823
H -6.858 1.663 5.676
H 9.161 5.668 -3.316
H -3.193 -5.421 -4.625
N -2.741 -5.131 -1.404
H 7.453 6.134 -3.603
H 8.154 3.610 -3.799
H -7.884 0.571 3.593
H -5.267 2.433 5.477
H 7.160 4.453 0.825
H -3.942 -4.099 -2.775
N 5.375 2.248 5.854
O 1.627 1.563 -5.353
C 2.661 2.664 10.467
H -7.947 -11.073 -7.151
O -3.324 -4.806 -7.253
C 8.136 5.570 -2.977
H -1.697 0.760 8.247
O -8.615 -7.225 -8.759
H 4.374 -2.024 0.122
H 7.446 9.426 3.017
O -2.931 0.857 -4.073
C -2.511 2.647 -1.390
C -2.171 -5.645 -4.934
N 7.008 7.644 4.023
H 6.108 3.294 7.516
O 6.309 6.536 5.875
H 2.513 5.816 9.496
C -2.650 1.998 1.028
H -3.540 2.350 -1.593
B 5.500 3.922 -2.059
H -5.435 1.893 1.805
H 0.837 5.096 11.276
C 4.519 -1.176 -0.545
H -2.232 -3.610 -2.735
H -5.540 -1.357 -5.771
N -7.276 -4.656 -5.546
C -5.450 2.408 2.781
C -6.521 -8.951 -8.266
O 5.662 4.828 -1.070
H 2.288 4.413 8.431
C 7.961 8.547 3.408
H -6.728 3.299 4.990
H -2.994 1.012 1.345
H 8.062 5.967 -1.968
O 6.677 2.028 4.007
H -9.342 -10.877 -8.227
H 3.739 -1.270 -1.304
O -5.543 -4.102 -4.193
H 5.464 -1.852 -3.188
H 7.213 3.820 2.559
H 2.586 1.449 -5.340
O 3.191 2.053 9.550
C 5.787 2.873 1.264
C -6.809 0.480 3.428
H -2.487 3.715 -1.159
C -2.778 -5.895 -7.240
H -2.297 4.305 7.272
H 7.929 7.761 5.850
H 0.038 1.121 8.177
C 5.211 2.763 7.205
H 3.954 2.007 4.336
O -0.434 0.438 0.534
H -3.848 -3.133 -5.086
C -4.951 -0.592 -5.272
H -6.156 -6.420 -5.522
H -4.960 0.323 -5.866
H 2.428 5.395 12.016
N -7.917 -9.350 -8.338
H 4.366 3.448 7.232
C 6.493 2.433 5.150
N 4.439 2.850 -2.026
N -2.184 -6.426 -6.160
C 4.282 1.507 5.249
H -6.394 -8.213 -7.475
N -1.989 1.892 -0.264
H 6.001 6.000 3.231
H 3.453 1.447 5.950
H -1.699 -0.714 -4.435
H 0.595 2.951 9.166
H -2.741 -6.549 -8.128
C 2.790 4.780 9.327
C -0.324 3.510 8.945
H -7.774 -11.362 -8.895
H 5.189 -3.126 -2.041
N 2.968 1.203 -1.805
H -3.493 2.676 0.958
H -1.174 -4.127 -0.462
H -6.225 -8.499 -9.213
H 4.808 2.911 1.739
H -0.482 1.082 -1.386
H -7.109 -6.142 -7.006
H -5.622 -5.211 -6.703
C 5.930 7.089 3.224
H 5.022 1.942 7.893
H -3.080 2.708 7.306
H 8.699 8.868 4.139
C 5.861 -2.305 -2.280
C -8.845 -8.409 -8.587
H 2.331 2.157 11.388
H -8.696 -4.146 -6.994
N -3.587 -1.062 -5.106
O -0.493 4.659 9.315
H -1.663 -6.197 -4.147
C 7.691 4.113 -2.956
H 4.922 4.764 -0.453
H 6.848 -2.684 -2.529
H -9.103 -3.656 -5.337
H -5.896 -9.816 -8.062
C -8.656 -4.440 -5.945
H -6.415 -0.300 4.084
C -2.478 3.414 7.873
C -0.945 1.430 7.827
N 3.463 2.953 -2.981
C -2.700 -0.265 -4.509
O 6.261 3.989 -3.173
H 4.969 7.376 3.652
H -1.918 2.458 -2.281
H 6.744 2.028 -0.473
C 2.585 1.950 -2.820
Br 0.690 -0.485 -3.246
H 8.007 3.599 -2.051
H -0.504 -7.652 -5.931
C -8.266 -10.744 -8.142
C -3.087 -3.923 -2.126
C -3.235 -2.391 -5.593
C 7.082 7.293 5.321
H -2.046 -8.387 -5.445
C 4.104 1.719 -1.313
H 3.867 4.710 9.169
H -5.390 -0.370 -4.299
O -3.184 -7.321 -0.997
H -9.227 -5.360 -5.815
H -0.973 1.355 6.738
C 5.996 1.762 0.291
N -6.155 1.743 3.711
H 5.996 7.454 2.201
H 6.630 -1.639 -0.403
H 1.543 3.901 12.382
H -3.334 -3.125 -1.423
N 4.792 1.214 -0.311
H -3.411 -2.448 -6.664
C -1.564 -7.737 -6.177
```

HOMO level   -10.3 eV
Energy above the lowest of the compared OMol25 structures with the same formula, charge and spin   0.947 eV
HOMO-LUMO gap   0.27256 Ha
Molecular weight   1185.0 g/mol
E   -6566.73122 Eh
Net charge   +1

Results of the Mulliken charge analysis, in e, for atoms 1 through 6: 0.31 0.21 0.31 0.30 0.29 0.13

---

# 2
Molecular formula: C44H100N4O5
Method: DFT, ωB97M-V/def2-TZVPD

Structure (XYZ):
```
153
C44H100N4O5, DFT ωB97M-V/def2-TZVPD
C 13.744 4.607 7.466
H 12.134 1.051 4.564
H 19.090 -1.586 4.911
O 7.064 2.189 7.644
H 8.151 2.854 -3.238
H 12.500 1.766 8.641
H 12.675 -1.481 12.344
C 7.939 2.135 6.540
C 16.833 -3.517 5.400
H 5.906 0.825 -2.598
H 10.266 0.188 -0.401
H 14.334 0.525 5.577
C 12.526 0.040 4.421
H 17.044 -2.581 4.882
H 8.224 -1.835 -2.914
H 8.496 -3.458 1.788
H 12.954 -0.076 6.510
C 9.175 -0.209 9.123
H 16.041 -3.370 10.335
C 13.843 -1.853 10.454
C 8.341 -4.231 -1.086
C 5.790 1.710 7.267
H 12.694 -2.483 4.408
H 19.462 -3.624 6.470
O 7.915 -3.179 -0.221
H 5.614 0.651 7.474
C 11.731 -2.195 3.958
H 15.707 -4.094 8.793
H 14.641 -0.654 -0.807
C 6.989 2.717 5.459
H 12.409 -5.028 8.702
C 9.618 -4.798 -0.446
H 13.073 5.281 6.924
H 12.011 4.262 10.023
O 13.534 4.848 8.847
H 13.810 0.685 -0.055
H 8.799 0.364 2.693
H 16.044 -1.055 9.111
H 16.043 -0.539 1.089
H 12.979 -0.009 3.423
C 7.149 2.659 -2.847
H 6.808 3.789 5.568
C 5.635 2.043 5.764
H 9.090 0.705 8.532
C 17.897 -5.680 5.786
C 12.947 -1.323 0.358
H 12.844 -3.232 11.853
H 16.818 -3.432 6.495
H 15.473 -4.104 3.732
H 13.533 -0.920 9.971
H 9.026 -1.920 1.021
C 12.788 -2.191 11.524
H 15.553 -2.847 1.202
H 20.670 -2.274 4.744
H 13.549 3.206 10.115
H 10.670 -3.975 1.259
H 18.935 -6.733 4.228
C 10.083 -0.366 4.306
H 7.136 2.943 -1.791
H 10.044 -1.229 7.325
C 13.294 -3.123 8.400
N 14.126 -2.990 9.595
N 17.985 -4.390 5.106
C 8.197 -2.157 7.975
C 19.608 -2.494 4.605
C 9.883 0.002 -1.402
H 20.060 -4.436 5.098
H 8.565 -3.829 -2.073
C 8.362 0.240 -1.512
H 10.265 -0.478 2.114
H 8.830 2.744 6.667
H 7.283 -2.361 -5.016
H 15.677 -1.880 7.655
H 14.000 -1.156 5.542
H 5.111 2.262 7.921
H 7.784 -0.445 -0.885
C 12.840 3.782 9.519
H 6.517 3.371 -3.377
H 19.933 -6.559 5.657
H 4.795 2.697 5.545
C 14.118 -0.347 0.101
H 14.435 -2.357 2.568
H 12.347 -1.440 -0.545
C 7.387 -1.304 -4.770
H 12.120 -2.077 2.929
H 6.554 -1.288 -2.760
H 10.388 1.140 2.806
N 7.944 0.273 -2.932
H 6.588 1.221 -4.149
C 14.984 -0.750 1.278
H 14.743 -1.653 11.037
C 10.127 -3.633 0.374
H 8.186 -3.121 8.485
C 6.824 1.194 -3.076
C 18.915 -6.746 5.315
H 14.859 -0.198 2.215
H 10.211 -2.069 8.817
H 19.536 -2.732 3.543
C 9.521 -1.431 8.265
C 13.500 -0.185 5.575
H 10.360 0.663 -2.128
H 7.231 0.337 9.789
H 8.196 1.102 6.273
H 6.545 -0.787 -5.231
H 13.027 -2.140 7.995
H 7.915 -2.216 6.928
H 10.756 -2.930 -0.166
H 10.335 -5.086 -1.216
H 11.759 -2.244 11.129
H 7.274 2.630 4.407
C 7.515 -1.083 -3.258
H 11.589 -3.762 9.647
H 18.519 -7.678 5.713
H 15.346 -5.060 5.223
C 12.073 -3.987 8.703
C 16.195 -2.014 8.607
H 10.143 -0.979 -1.811
C 14.713 -2.236 1.521
C 7.799 -0.579 9.620
H 11.422 3.055 8.016
H 10.657 -3.567 5.276
H 9.410 -1.226 4.319
C 12.428 2.820 8.375
H 12.285 -0.943 1.147
H 13.824 -3.682 7.627
H 9.432 -5.651 0.207
H 14.710 -3.470 5.234
H 14.317 2.591 7.397
H 14.788 4.813 7.228
H 5.499 1.123 5.195
H 11.333 -4.004 7.896
C 9.859 0.184 2.877
O 13.602 -2.534 0.640
H 9.744 -3.144 3.912
H 17.272 -2.121 8.478
H 7.923 -1.083 10.588
C 10.779 -3.337 4.214
C 15.528 -4.065 4.815
C 8.816 -2.977 0.860
H 9.855 0.355 5.088
C 13.381 3.126 7.222
C 15.564 -3.180 9.372
H 17.711 -5.631 6.866
C 19.248 -3.764 5.396
O 7.176 -1.315 8.592
H 12.958 3.007 6.229
H 11.123 -4.223 3.681
H 9.961 -0.074 9.864
H 16.997 -6.147 5.377
H 7.591 -5.022 -1.115
N 11.414 -0.897 4.535
H 8.302 -0.912 -5.219
H 8.223 1.243 -1.099
```

HOMO level   -8.3 eV
Energy above the lowest of the compared OMol25 structures with the same formula, charge and spin   1.756 eV
HOMO-LUMO gap   0.32271 Ha
Molecular weight   765.3 g/mol
E   -2331.47775 Eh
Structure (SMILES)   CCN(CC)CC.CCN(CC)CC.CCN(CC)CC.CCN(CC)CC.C1CCOC1.C1CCOC1.C1CCOC1.C1CCOC1.C1CCOC1

Results of the Mulliken charge analysis, in e, for atoms 1 through 6: -0.51 0.44 0.33 -0.44 0.32 0.04

---

Which value of energy above the lowest of the compared OMol25 structures with the same formula, charge and spin does entry 2 give? 1.756 eV

---

Which formula does entry 1 have? C43H98BBrN16O14P

---

Which formula does entry 2 have? C44H100N4O5

---

What is the formula in the second record? C44H100N4O5